C4H13NOPS | ωB97M-V/def2-TZVPD

Cartesian coordinates (Å):
C 2.731 0.058 0.525
C 2.132 -0.676 -0.638
C 0.664 -0.959 -0.303
C -0.435 -0.002 -0.538
N -0.350 1.301 0.108
O -3.086 -1.213 1.260
P -3.051 -0.835 -0.251
S -3.731 1.128 -0.028
H 2.098 0.707 1.013
H 3.683 0.617 0.327
H 3.083 -0.711 1.281
H 2.289 -0.101 -1.542
H 2.705 -1.627 -0.835
H 0.724 -1.183 0.724
H 0.123 -1.932 -0.797
H -0.818 0.140 -1.506
H -1.448 1.536 0.298
H 0.235 1.342 0.914
H 0.056 2.126 -0.473
H -3.820 -1.039 1.895
H -3.784 1.325 -1.434

* HOMO level (alpha / beta): -11.802 / -11.811 eV
* total charge: +1
* maximum force: 4.3 eV Å⁻¹
* molar mass: 154.2 g/mol
* gap between HOMO and LUMO (alpha / beta): 7.51 / 7.52 eV
* LUMO (alpha / beta): -4.294 / -4.293 eV
* ΔE to the lowest compared entry with this formula, charge and spin: 74.63 kcal/mol

---

C18H18N4O4 | ωB97M-V/def2-TZVPD

Cartesian coordinates (Å):
C 1.969 7.708 -0.127
C 2.559 6.250 -0.512
O 3.951 6.204 -0.669
C 1.980 5.264 0.395
N 1.603 5.586 1.638
N 0.900 4.517 2.158
C 0.846 3.641 1.228
C 0.234 2.234 1.340
C 1.237 1.065 1.243
C 0.372 0.485 0.062
N -0.085 -0.807 0.543
C -0.897 -1.745 -0.091
O -0.964 -1.831 -1.311
C -1.049 -3.054 0.650
C -1.936 -4.020 0.349
C -1.639 -5.069 1.340
C -2.501 -6.175 1.416
C -1.919 -7.438 1.569
C -2.655 -8.667 1.474
C -4.008 -8.573 1.234
C -4.628 -7.375 1.077
C -3.925 -6.113 1.129
N -0.733 -4.679 2.276
O -0.437 -3.321 1.849
C -0.519 1.692 0.172
O 1.584 4.000 0.098
H 2.391 8.651 -0.796
H 0.895 7.669 -0.190
H 2.144 7.985 0.936
H 2.063 6.036 -1.494
H 4.082 5.261 -0.928
H -0.436 2.233 2.187
H 1.134 0.437 2.230
H 2.353 1.249 1.088
H 0.926 0.386 -0.828
H 0.169 -1.158 1.473
H -2.672 -4.009 -0.528
H -0.896 -7.626 1.900
H -2.256 -9.618 1.705
H -4.734 -9.360 1.174
H -5.696 -7.401 0.779
H -4.446 -5.235 0.797
H -1.598 1.588 0.419
H -0.360 2.429 -0.657

* HOMO level: -9.408 eV
* maximum force: 4.8 eV Å⁻¹
* SMILES: C[C@@H](O)c1nnc([C@H]2C[C@H](NC(=O)c3cc(-c4ccccc4)no3)C2)o1
* molar mass: 354.4 g/mol
* gap between HOMO and LUMO: 9.43 eV
* LUMO: 0.022 eV
* ΔE to the lowest compared entry with this formula, charge and spin: 170.50 kcal/mol